A structure of composition C3H8ClNS at a distorted geometry. Source: the OMol25 dataset; level of theory: ωB97M-V/def2-TZVPD.

Element x y z (Å)
C 0.06252 -1.52212 -0.54928
C 0.93913 -0.06601 1.14671
C -0.26984 1.24942 -0.87171
N 0.69768 -0.24308 -0.28047
S -2.11177 1.13625 -0.79693
Cl 0.29250 2.57851 0.04294
H -0.02084 -1.67076 -1.60986
H 0.80211 -2.16435 -0.14165
H -0.91174 -1.65669 -0.07491
H -0.06535 0.11259 1.70085
H 1.16838 -1.08856 1.48709
H 1.78449 0.69668 1.40609
H 0.01504 1.29079 -1.95574
H -2.38232 1.34733 0.49688

The value obtained for the HOMO energy is -8.68 eV. Its LUMO energy is 0.696 eV. The value obtained for the electronic energy is -1032.146843 Ha. As for the charge: 0. As for the orbital gap: 9.37 eV. The value obtained for the energy above the lowest of the compared OMol25 structures with the same formula, charge and spin is 55.1 kcal/mol.